Molecular formula: C3H8N2S
Method: DFT, ωB97M-V/def2-TZVPD

Properties
energy relative to the best compared isomer or geometry (same formula, charge and spin) = 18.2 kcal/mol
largest force on an atom = 2.216 eV/A
HOMO = -8.04 eV
Kohn-Sham gap = 0.32150 Ha
E_tot = -626.79433 Eh
lowest unoccupied orbital energy = 0.71 eV

Structure (ORCA input):
```
! RIJCOSX wB97M-V def2-TZVPD def2/J DEFGRID3
* xyz 0 1
C 0.353 -1.694 0.149
C 1.301 0.559 -0.277
C -1.138 0.255 -0.051
H -0.570 -2.269 0.025
H 0.530 -1.784 1.244
H 1.192 -2.201 -0.358
H 0.881 1.361 -0.920
H 1.613 0.866 0.738
H 2.147 0.094 -0.721
H -2.169 2.018 0.065
H -0.454 2.120 0.402
N 0.122 -0.326 -0.269
N -1.238 1.588 0.160
S -2.572 -0.586 -0.187
*
```

Molecular formula: C3H8N3
Method: DFT, ωB97M-V/def2-TZVPD

Properties
energy relative to the best compared isomer or geometry (same formula, charge and spin) = 104.6 kcal/mol
largest force on an atom = 5.500 eV/A
HOMO = -13.20 eV
Kohn-Sham gap = 0.35573 Ha
E_tot = -282.99708 Eh
lowest unoccupied orbital energy = -3.52 eV

Structure (ORCA input):
```
! RIJCOSX wB97M-V def2-TZVPD def2/J DEFGRID3
* xyz 1 1
C 1.371 1.085 0.028
C 0.331 0.417 -0.462
C -1.134 0.351 -0.634
N 2.100 -0.024 0.486
N 1.062 -0.956 0.048
N -1.595 -0.378 0.591
H 1.720 2.115 0.204
H -1.581 1.308 -0.786
H -1.486 -0.272 -1.550
H 3.051 -0.370 0.157
H 1.338 -1.517 -0.678
H -2.002 0.236 1.331
H -0.766 -0.970 0.750
H -2.409 -1.025 0.516
*
```